72
Properties=species:S:1:pos:R:3:forces:R:3 method="wB97M-V/def2-TZVPD" mol_weight_g_mol=427.6 largest_force_ev_per_a=0.6 e_homo_ev=-8.04 e_above_lowest_ev=2.072 lumo_energy_ha=0.0316
C 3.5119 -0.0007 -2.2417 -0.09 -0.01 -0.24
C 2.6075 -0.1680 -3.4614 0.13 0.36 0.28
N 1.8061 -1.3743 -3.4168 0.15 -0.16 -0.28
C 2.3009 -2.5397 -4.1227 0.05 -0.42 0.24
C 3.2888 -3.3831 -3.3001 -0.59 -0.10 -0.14
C 3.4600 -4.7938 -3.8887 0.18 0.19 0.12
C 4.9568 -5.0531 -3.7368 -0.01 0.24 0.00
C 5.5117 -3.6422 -3.9122 0.26 -0.25 -0.16
O 4.5871 -2.7923 -3.2653 -0.02 0.19 0.07
C 0.6917 -1.5563 -2.6612 0.03 0.45 -0.03
O 0.1281 -2.6377 -2.6304 -0.23 -0.31 0.18
C 0.1226 -0.3797 -1.8817 -0.22 -0.37 0.06
C -1.2741 -0.0587 -2.4224 0.06 0.26 0.01
C -1.9453 1.0070 -1.5598 -0.04 -0.13 -0.19
N -2.0516 0.5346 -0.1959 -0.06 0.00 -0.14
C -2.9923 1.2718 0.6333 0.04 -0.01 0.32
C -2.4802 2.6115 1.1846 -0.27 -0.07 -0.16
C -3.5911 3.2740 2.0088 0.15 0.11 -0.06
N -4.0703 2.4666 3.1055 -0.06 0.10 0.08
C -3.3425 2.5362 4.3610 -0.12 0.05 0.00
C -1.9663 1.9013 4.4260 0.03 -0.08 0.13
C -1.8846 0.5309 4.6539 0.08 0.10 0.12
C -0.6731 -0.1353 4.6550 -0.02 -0.11 0.00
C 0.4930 0.5769 4.4409 0.05 -0.05 -0.01
C 0.4302 1.9471 4.2692 0.04 0.00 -0.03
C -0.7818 2.6292 4.2691 0.04 -0.07 0.06
C -0.7645 4.1245 4.1293 -0.05 -0.03 -0.01
C -4.5051 1.1671 2.6429 0.07 -0.20 -0.01
C -3.4733 0.4043 1.7996 -0.17 0.23 -0.12
C -0.7305 0.3320 0.3627 0.10 -0.25 0.05
C -0.0179 -0.7742 -0.4090 0.09 0.24 0.06
H 2.9285 0.0461 -1.3260 -0.09 0.05 0.13
H 4.1949 -0.8426 -2.1802 0.07 -0.01 0.06
H 4.0894 0.9157 -2.3361 0.09 0.12 0.05
H 3.2338 -0.2291 -4.3540 -0.12 0.03 0.01
H 1.9542 0.7017 -3.5796 0.10 -0.06 -0.05
H 1.4325 -3.1644 -4.3478 0.17 0.06 -0.07
H 2.7791 -2.2210 -5.0517 0.01 -0.04 0.00
H 2.9216 -3.4258 -2.2670 0.01 -0.01 -0.12
H 2.8420 -5.5224 -3.3714 -0.08 -0.02 -0.04
H 3.1860 -4.7882 -4.9450 -0.05 -0.03 -0.06
H 5.3485 -5.7520 -4.4717 0.04 -0.07 0.00
H 5.1820 -5.4199 -2.7352 0.04 -0.03 0.01
H 6.4868 -3.4881 -3.4468 -0.02 -0.02 -0.08
H 5.5821 -3.3858 -4.9803 0.04 -0.03 0.08
H 0.7469 0.5108 -1.9521 0.05 0.00 -0.02
H -1.8715 -0.9702 -2.3983 -0.01 0.00 -0.04
H -1.2101 0.2893 -3.4561 -0.02 -0.01 -0.05
H -1.3648 1.9477 -1.6291 -0.06 0.01 -0.01
H -2.9498 1.2016 -1.9438 0.03 0.05 0.02
H -3.8622 1.4791 -0.0047 0.03 0.01 0.03
H -2.1905 3.2716 0.3636 0.07 0.04 -0.03
H -1.6084 2.4340 1.8145 0.08 0.03 -0.03
H -3.2632 4.2390 2.4010 -0.06 0.03 -0.03
H -4.4494 3.4587 1.3492 0.06 0.09 -0.04
H -3.9787 2.0482 5.1081 0.08 0.09 0.02
H -3.2803 3.5954 4.6221 -0.01 -0.06 0.08
H -2.7940 -0.0247 4.8363 -0.12 -0.05 -0.01
H -0.6410 -1.2020 4.8216 0.00 -0.09 0.02
H 1.4478 0.0722 4.4266 0.08 -0.04 0.01
H 1.3462 2.5060 4.1353 0.07 0.07 0.00
H 0.2593 4.4908 4.1584 0.02 0.05 -0.01
H -1.3174 4.5943 4.9418 -0.02 0.11 0.00
H -1.2103 4.4425 3.1890 -0.04 0.09 -0.07
H -4.8016 0.5687 3.5069 -0.08 -0.01 0.00
H -5.4000 1.3351 2.0294 -0.02 -0.11 0.02
H -3.9215 -0.5093 1.4077 0.00 -0.07 -0.04
H -2.6265 0.1257 2.4237 -0.01 -0.05 -0.08
H -0.1184 1.2532 0.3138 -0.04 -0.01 0.08
H -0.8180 0.0424 1.4105 0.04 0.07 0.03
H 0.9648 -0.9571 0.0319 0.04 -0.04 0.02
H -0.6007 -1.6934 -0.3501 0.03 -0.03 0.02